Version w
DFT (the ωB97M-V functional and the def2-TZVPD basis) results for a single C6H8 molecule.

Its total charge is 0. The LUMO energy comes out at 1.14 eV. The HOMO energy comes out at -8.889 eV. As for the structure (SMILES): C=C[C@@H]1C=C1C.

Structure (XYZ):
```
14
Properties=species:S:1:pos:R:3:nbo_charge:R:1
C 2.64 -0.29 0.00 -0.391
C 1.42 -0.03 0.43 -0.210
C 0.32 0.42 -0.41 -0.265
C -0.76 1.41 0.05 -0.197
C -1.13 0.20 -0.02 0.042
C -2.29 -0.81 0.05 -0.651
H 3.54 -0.51 0.59 0.201
H 2.84 -0.26 -1.09 0.177
H 1.41 0.19 1.48 0.198
H 0.68 0.44 -1.54 0.176
H -1.08 2.48 0.24 0.231
H -3.21 -0.30 0.00 0.226
H -2.32 -1.39 1.02 0.232
H -2.07 -1.55 -0.79 0.232
```

Version x
DFT (the ωB97M-V functional and the def2-TZVPD basis) results for a single C6H8 molecule.

Its total charge is 0. The LUMO energy comes out at 1.09 eV. The HOMO energy comes out at -9.662 eV. As for the structure (SMILES): C#CC1CCC1.

Structure (XYZ):
```
14
Properties=species:S:1:pos:R:3:nbo_charge:R:1
C -0.56 -0.34 2.93 -0.242
C -0.21 -0.26 1.78 -0.005
C 0.04 0.31 0.46 -0.300
C 1.22 -0.01 -0.51 -0.384
C 0.21 -0.21 -1.67 -0.404
C -0.97 0.02 -0.69 -0.381
H -0.86 -0.22 3.95 0.233
H 0.10 1.37 0.71 0.231
H 1.86 0.87 -0.63 0.207
H 1.86 -0.87 -0.29 0.213
H 0.28 0.54 -2.46 0.204
H 0.24 -1.19 -2.14 0.207
H -1.58 -0.87 -0.53 0.213
H -1.63 0.86 -0.91 0.208
```

Version y
DFT (the ωB97M-V functional and the def2-TZVPD basis) results for a single C6H8 molecule.

Its total charge is 0. The LUMO energy (spin up / spin down) comes out at -0.33 / 0.66 eV. The HOMO energy (spin up / spin down) comes out at -7.588 / -7.750 eV.

Structure (XYZ):
```
14
Properties=species:S:1:pos:R:3:nbo_charge:R:1
C 0.22 -0.69 -0.71 0.041
C 0.67 -1.77 -1.22 -0.069
C 1.07 -3.03 -1.50 -0.429
C -0.23 0.73 -0.63 -0.541
C -0.72 1.62 0.56 -0.076
C -0.66 1.33 1.93 -0.692
H 1.85 -3.63 -0.92 0.226
H 0.69 -3.30 -2.47 0.210
H 0.59 1.29 -1.01 0.248
H -0.91 0.93 -1.42 0.242
H -0.64 2.56 0.25 0.158
H -1.58 1.88 2.44 0.231
H 0.19 1.85 2.51 0.219
H -0.53 0.22 2.18 0.231
```

Of them, version y has the lowest stability.

Version w
DFT (the ωB97M-V functional and the def2-TZVPD basis) results for a single C6H8 molecule.

Its total charge is 0. The LUMO energy comes out at 1.13 eV. The HOMO energy comes out at -8.557 eV. As for the structure (SMILES): CC1C=CC=C1.

Structure (XYZ):
```
14
Properties=species:S:1:pos:R:3:nbo_charge:R:1
C 0.40 1.16 -1.52 -0.591
C -0.50 0.25 -0.70 -0.328
C 0.04 -1.11 -0.46 -0.167
C 0.37 -1.32 0.80 -0.234
C 0.01 -0.12 1.58 -0.244
C -0.46 0.78 0.73 -0.163
H 1.34 1.43 -0.93 0.222
H 0.70 0.71 -2.55 0.211
H -0.14 2.11 -1.75 0.212
H -1.50 0.18 -1.05 0.237
H 0.30 -1.85 -1.25 0.210
H 0.73 -2.23 1.22 0.213
H 0.16 0.08 2.63 0.216
H -0.80 1.75 1.06 0.207
```

Version x
DFT (the ωB97M-V functional and the def2-TZVPD basis) results for C6H8 as an isolated structure.

Its total charge is 0. The LUMO energy (spin up / spin down) comes out at -0.57 / -0.57 eV. The HOMO energy (spin up / spin down) comes out at -8.233 / -7.697 eV.

Structure (XYZ):
```
14
Properties=species:S:1:pos:R:3:nbo_charge:R:1
C -1.40 1.21 0.27 -0.598
C -0.75 -0.15 0.46 -0.284
C -0.01 -0.70 -0.75 -0.341
C 0.62 -0.20 1.06 -0.060
C 1.43 -0.30 -0.06 -0.223
C 2.67 -0.20 -0.55 -0.140
H -0.69 1.90 -0.20 0.216
H -1.72 1.63 1.23 0.215
H -2.28 1.12 -0.38 0.211
H -1.45 -0.86 0.92 0.214
H -0.10 -0.15 -1.69 0.213
H -0.10 -1.78 -0.88 0.223
H 0.86 -0.69 2.00 0.198
H 2.93 -0.82 -1.42 0.155
```

Of them, version x has the lowest stability.

Version w
DFT (the ωB97M-V functional and the def2-TZVPD basis) results for a single C6H8 molecule.

Its total charge is 0. The LUMO energy comes out at 0.94 eV. The HOMO energy comes out at -8.158 eV. As for the structure (SMILES): C=C1C=C1CC.

Structure (XYZ):
```
14
Properties=species:S:1:pos:R:3:nbo_charge:R:1
C -1.77 2.08 0.06 -0.557
C -1.59 0.86 0.56 0.043
C -1.22 -0.40 1.14 -0.278
C -0.25 -0.30 0.29 0.107
C 0.80 -0.37 -0.64 -0.475
C 1.84 -1.46 -0.34 -0.594
H -1.18 2.38 -0.83 0.201
H -2.64 2.64 0.45 0.214
H -1.70 -0.85 2.02 0.208
H 0.29 -0.43 -1.57 0.247
H 1.07 0.79 -0.59 0.245
H 1.71 -2.39 -0.68 0.214
H 1.81 -1.43 0.71 0.212
H 2.83 -1.12 -0.59 0.213
```

Version x
DFT (the ωB97M-V functional and the def2-TZVPD basis) results for a single C6H8 molecule.

Its total charge is 0. The LUMO energy (spin up / spin down) comes out at 0.34 / 0.45 eV. The HOMO energy (spin up / spin down) comes out at -7.290 / -7.724 eV.

Structure (XYZ):
```
14
Properties=species:S:1:pos:R:3:nbo_charge:R:1
C -0.27 1.40 -0.60 -0.290
C -0.56 1.38 0.80 -0.208
C -0.68 0.04 -0.02 -0.097
C 0.69 0.20 -0.43 0.133
C -1.98 -0.67 -0.24 -0.614
C 2.03 -0.16 0.03 -0.677
H -0.64 1.99 -1.37 0.218
H 0.19 1.76 1.50 0.174
H -2.31 -1.40 0.46 0.219
H -2.15 -1.19 -1.30 0.208
H -2.81 0.01 -0.15 0.228
H 2.32 -1.12 -0.24 0.235
H 1.89 -0.06 1.13 0.243
H 2.85 0.54 -0.43 0.229
```

Of them, version x has the lowest stability.

Version w
DFT (the ωB97M-V functional and the def2-TZVPD basis) results for an isolated ion of composition C5H12NO and charge -1.

Its total charge is -1. The LUMO energy comes out at 3.99 eV. The HOMO energy comes out at -2.359 eV. As for the structure (SMILES): CCC[C@@H](N)C[O-].

Structure (XYZ):
```
19
Properties=species:S:1:pos:R:3:nbo_charge:R:1
C -1.94 0.55 0.36 -0.629
C -1.12 0.62 -0.94 -0.398
C 0.42 0.91 -0.77 -0.400
C 1.25 -0.06 0.07 -0.090
N 1.11 0.29 1.50 -0.870
C 1.01 -1.60 -0.15 -0.013
O 1.71 -2.30 0.74 -0.955
H -1.19 0.47 1.12 0.221
H -2.66 -0.30 0.47 0.195
H -2.66 1.36 0.47 0.188
H -1.21 -0.28 -1.53 0.200
H -1.60 1.34 -1.63 0.176
H 0.79 0.78 -1.80 0.192
H 0.54 1.93 -0.47 0.191
H 2.34 0.10 -0.05 0.175
H 0.25 -0.15 1.83 0.326
H 1.75 -0.12 2.18 0.373
H -0.11 -1.70 -0.18 0.058
H 1.34 -1.83 -1.22 0.059
```

Version x
DFT (the ωB97M-V functional and the def2-TZVPD basis) results for an isolated ion of composition C5H12NO and charge -1.

Its total charge is -1. The LUMO energy comes out at 4.05 eV. The HOMO energy comes out at -2.171 eV. As for the structure (SMILES): CC(C)[C@H](N)C[O-].

Structure (XYZ):
```
19
Properties=species:S:1:pos:R:3:nbo_charge:R:1
C 0.63 -0.69 1.20 -0.612
C 0.54 -0.71 -0.32 -0.241
C 1.82 -0.23 -1.09 -0.630
C -0.59 0.35 -0.45 -0.093
N -0.18 1.65 0.09 -0.876
C -2.04 -0.05 0.11 -0.021
O -2.64 -0.74 -0.89 -0.965
H 1.45 -1.53 1.54 0.159
H 0.98 0.29 1.68 0.199
H -0.28 -1.05 1.60 0.222
H 0.08 -1.75 -0.75 0.231
H 2.05 -0.53 -2.08 0.202
H 2.61 -0.54 -0.37 0.187
H 1.92 0.92 -1.03 0.222
H -0.85 0.34 -1.61 0.207
H -0.25 1.53 1.09 0.332
H -0.88 2.35 -0.11 0.352
H -2.40 0.99 0.42 0.033
H -1.97 -0.61 0.97 0.091
```

Of them, version x has the lowest stability.

Version w
DFT (the ωB97M-V functional and the def2-TZVPD basis) results for an isolated ion of composition C5H12NO and charge -1.

Its total charge is -1. The LUMO energy comes out at 3.69 eV. The HOMO energy comes out at -2.424 eV. As for the structure (SMILES): CCCCNC[O-].

Structure (XYZ):
```
19
Properties=species:S:1:pos:R:3:nbo_charge:R:1
C -1.46 1.71 1.36 -0.627
C -0.51 1.48 0.11 -0.434
C 0.76 0.84 0.56 -0.408
C 0.64 -0.70 0.42 -0.240
N -0.01 -1.01 -0.98 -0.724
C 0.80 -2.12 -1.76 0.156
O 0.61 -3.35 -1.38 -0.928
H -1.69 0.70 1.96 0.186
H -2.36 2.03 0.86 0.203
H -1.21 2.24 2.24 0.202
H -0.18 2.42 -0.28 0.185
H -0.87 0.99 -0.81 0.267
H 1.59 1.04 -0.18 0.191
H 1.04 1.06 1.60 0.179
H -0.11 -0.84 1.20 0.154
H 1.52 -1.30 0.42 0.203
H -0.85 -1.46 -0.79 0.337
H 0.40 -1.88 -2.82 0.044
H 1.90 -1.85 -1.72 0.054
```

Version x
DFT (the ωB97M-V functional and the def2-TZVPD basis) results for a 2-piece molecular cluster, C5H12NO overall.

Its total charge is -1. The LUMO energy comes out at 3.05 eV. The HOMO energy comes out at -2.262 eV.

Structure (XYZ):
```
19
Properties=species:S:1:pos:R:3:nbo_charge:R:1
C -0.68 1.71 -2.57 -0.001
N 0.41 1.51 -3.25 -0.674
C 1.06 1.09 0.43 -0.608
C 1.02 -0.43 0.56 -0.438
C -0.41 -0.98 0.38 -0.423
C -1.10 -1.19 1.76 -0.012
O -0.32 -1.86 2.63 -0.955
H -0.79 2.61 -1.93 0.136
H 0.29 0.59 -2.65 0.390
H -1.61 1.14 -2.69 0.145
H -0.41 -1.89 -0.22 0.175
H 1.97 1.50 0.87 0.191
H 0.17 1.53 0.91 0.198
H 1.04 1.40 -0.61 0.175
H 1.24 -0.72 1.59 0.259
H 1.70 -0.88 -0.16 0.172
H -0.98 -0.19 -0.16 0.139
H -2.14 -1.57 1.60 0.079
H -1.24 -0.14 2.12 0.052
```

Version y
DFT (the ωB97M-V functional and the def2-TZVPD basis) results for an isolated ion of composition C5H12NO and charge -1.

Its total charge is -1. The LUMO energy comes out at 3.67 eV. The HOMO energy comes out at -2.257 eV. As for the structure (SMILES): CCN[C@H](C)C[O-].

Structure (XYZ):
```
19
Properties=species:S:1:pos:R:3:nbo_charge:R:1
C 2.32 -1.36 -0.87 -0.640
C 1.81 -0.10 -0.24 -0.218
N 0.31 -0.44 0.22 -0.680
C -0.77 0.64 0.47 -0.088
C -1.63 0.44 1.75 -0.627
C -1.71 0.84 -0.92 -0.001
O -2.50 1.94 -1.07 -0.937
H 1.52 -1.55 -1.67 0.219
H 2.34 -2.12 -0.03 0.216
H 3.42 -1.28 -1.21 0.201
H 1.78 0.79 -0.84 0.183
H 2.23 0.19 0.80 0.180
H -0.12 -1.00 -0.47 0.332
H -0.28 1.59 0.55 0.158
H -2.36 1.23 2.02 0.222
H -2.10 -0.54 1.54 0.193
H -0.87 0.28 2.56 0.184
H -1.13 0.61 -1.79 0.081
H -2.27 -0.17 -0.82 0.022
```

Of them, version x has the lowest stability.